[1]
This record from OMol25 describes a structure of composition C17H22N2O3S7W. The level of theory is wB97M-V/def2-TZVPD.

E_LUMO (spin up / spin down) (eV): -6.28 / -6.88
Energy (Ha): -3850.09881
2S+1: 3
Gap between HOMO and LUMO (spin up / spin down) (eV): 5.76 / 5.34
HOMO (spin up / spin down) (eV): -12.05 / -12.22
Total charge: +2

CARTESIAN COORDINATES (ANGSTROEM)
1 W 0.236 -0.168 -0.008
2 C 0.539 2.698 1.835
3 O -0.320 1.597 1.416
4 C -1.711 1.895 1.621
5 C -2.514 0.686 1.240
6 O -2.029 0.101 0.002
7 C -2.539 0.648 -1.242
8 C -1.778 1.873 -1.629
9 O -0.375 1.602 -1.468
10 C 0.415 2.756 -1.883
11 H 0.422 2.856 2.904
12 H 1.559 2.424 1.609
13 H 0.249 3.596 1.292
14 H -1.890 2.111 2.672
15 H -1.976 2.778 1.048
16 H -2.421 -0.094 1.983
17 H -3.565 0.941 1.138
18 H -2.418 -0.141 -1.974
19 H -3.597 0.869 -1.141
20 H -1.993 2.104 -2.671
21 H -2.047 2.740 -1.033
22 H 0.259 2.927 -2.946
23 H 0.087 3.626 -1.315
24 H 1.454 2.542 -1.689
25 C 0.010 -0.863 3.711
26 C -0.410 -1.865 2.681
27 N -0.366 -1.751 1.357
28 C -0.824 -2.910 0.723
29 C -1.204 -3.886 1.563
30 S -1.046 -3.354 3.171
31 C -0.811 -2.914 -0.735
32 C -1.227 -3.878 -1.572
33 S -1.018 -3.367 -3.180
34 C -0.354 -1.892 -2.694
35 N -0.300 -1.777 -1.370
36 C 0.085 -0.910 -3.733
37 H 0.131 0.125 3.283
38 H 0.963 -1.154 4.159
39 H -0.734 -0.819 4.511
40 H -1.563 -4.879 1.322
41 H -1.641 -4.848 -1.326
42 H -0.428 -1.106 -4.673
43 H 1.157 -0.998 -3.905
44 H -0.121 0.115 -3.424
45 S 7.728 0.112 0.082
46 C 6.126 0.058 0.064
47 S 5.173 0.122 -1.404
48 C 3.618 0.024 -0.624
49 C 3.606 -0.068 0.699
50 S 2.115 -0.207 1.561
51 S 5.147 -0.085 1.510
52 S 2.142 0.009 -1.518

***

[2]
This record from OMol25 describes an isolated molecule of C17H22N2O4. The level of theory is wB97M-V/def2-TZVPD.

E_LUMO (eV): 0.50
Energy (Ha): -1071.47344
Gap between HOMO and LUMO (eV): 9.61
SMILES string: CCCCCCC(=O)N(O)[C@@H]1CC(=O)N(c2ccccc2)C1=O
HOMO (eV): -9.11

CARTESIAN COORDINATES (ANGSTROEM)
1 C 2.622 1.567 -4.384
2 C 1.808 2.502 -3.495
3 C 0.374 2.705 -3.985
4 C -0.516 1.460 -3.986
5 C -0.794 0.876 -2.596
6 C 0.144 -0.269 -2.220
7 C -0.198 -0.836 -0.866
8 O -1.023 -0.391 -0.096
9 N 0.486 -1.965 -0.526
10 O 1.524 -2.454 -1.303
11 C 0.324 -2.535 0.796
12 C -1.046 -3.151 1.060
13 C -1.537 -2.497 2.336
14 O -2.520 -2.781 2.959
15 N -0.626 -1.510 2.691
16 C -0.828 -0.631 3.789
17 C -2.065 -0.027 3.967
18 C -2.257 0.819 5.044
19 C -1.223 1.070 5.930
20 C 0.011 0.471 5.740
21 C 0.214 -0.385 4.672
22 C 0.450 -1.419 1.846
23 O 1.359 -0.634 1.909
24 H 2.633 1.936 -5.407
25 H 2.207 0.562 -4.389
26 H 3.649 1.509 -4.031
27 H 2.299 3.478 -3.476
28 H 1.799 2.131 -2.469
29 H 0.411 3.098 -5.005
30 H -0.100 3.466 -3.360
31 H -0.080 0.692 -4.627
32 H -1.467 1.748 -4.437
33 H -1.815 0.493 -2.558
34 H -0.721 1.658 -1.839
35 H 1.182 0.071 -2.190
36 H 0.084 -1.076 -2.954
37 H 2.341 -1.973 -1.082
38 H 1.136 -3.254 0.933
39 H -1.028 -4.234 1.173
40 H -1.749 -2.903 0.264
41 H -2.862 -0.221 3.268
42 H -3.219 1.288 5.188
43 H -1.377 1.733 6.768
44 H 0.821 0.667 6.427
45 H 1.173 -0.854 4.519